{"formula": "C3H8N2OS", "method": "ωB97M-V with the def2-TZVPD basis set", "lumo_energy_ev": 0.7, "total_energy_ha": -701.96692, "orbital_gap_ev": 9.72, "spin_multiplicity": 1, "de_lowest_kcal_mol": 69.39, "symbols": ["H", "N", "C", "C", "O", "C", "N", "S", "H", "H", "H", "H", "H", "H", "H"], "coordinates": [[-2.922, -1.535, -0.211], [-1.978, -1.743, -0.015], [-1.221, -0.669, -0.049], [0.127, -0.701, 0.403], [0.949, 0.150, -0.428], [2.315, 0.182, -0.041], [-1.724, 0.582, -0.433], [-1.155, 1.957, 0.200], [0.136, -0.267, 1.351], [0.392, -1.773, 0.422], [2.741, -0.772, 0.257], [2.511, 0.996, 0.644], [2.842, 0.553, -0.953], [-2.803, 0.521, -0.410], [-0.211, 2.520, -0.736]]}


{"formula": "C9H21NSi", "method": "ωB97M-V with the def2-TZVPD basis set", "lumo_energy_ev": 0.5, "total_energy_ha": -699.62481, "orbital_gap_ev": 8.01, "spin_multiplicity": 1, "de_lowest_kcal_mol": 94.74, "symbols": ["C", "C", "C", "C", "C", "C", "C", "C", "C", "N", "Si", "H", "H", "H", "H", "H", "H", "H", "H", "H", "H", "H", "H", "H", "H", "H", "H", "H", "H", "H", "H", "H"], "coordinates": [[1.954, -1.128, -2.292], [1.849, -0.083, -1.482], [-2.207, -1.560, 1.416], [-0.084, 2.329, 1.703], [-1.191, 1.851, -2.321], [1.600, -1.783, 1.203], [-0.688, -2.122, 1.456], [0.811, 2.056, 0.482], [-1.264, 0.675, -1.388], [0.331, -1.145, 1.427], [0.373, 0.450, -0.450], [2.826, -1.612, -2.656], [1.093, -1.727, -2.599], [2.767, 0.361, -1.176], [-2.894, -2.514, 1.173], [-2.630, -1.096, 2.298], [-2.252, -0.948, 0.486], [0.463, 3.128, 2.321], [-0.880, 2.725, 1.280], [-0.218, 1.522, 2.502], [-0.935, 2.627, -1.678], [-0.410, 1.765, -3.068], [-2.121, 1.966, -2.852], [1.912, -2.265, 2.141], [1.514, -2.576, 0.439], [2.437, -1.086, 0.914], [-0.595, -2.823, 2.347], [-0.479, -2.789, 0.497], [1.846, 2.113, 0.783], [0.686, 2.889, -0.248], [-1.539, -0.259, -1.878], [-2.076, 1.061, -0.783]]}


{"formula": "C50H50N10", "method": "ωB97M-V with the def2-TZVPD basis set", "lumo_energy_ev": 0.5, "total_energy_ha": -2482.70845, "orbital_gap_ev": 9.48, "spin_multiplicity": 1, "de_lowest_kcal_mol": 62.98, "symbols": ["C", "C", "C", "N", "C", "C", "H", "H", "H", "H", "H", "C", "C", "C", "N", "C", "C", "H", "H", "H", "H", "H", "C", "C", "C", "N", "C", "C", "H", "H", "H", "H", "H", "C", "C", "C", "N", "C", "C", "H", "H", "H", "H", "H", "C", "C", "C", "N", "C", "C", "H", "H", "H", "H", "H", "C", "C", "C", "N", "C", "C", "H", "H", "H", "H", "H", "C", "C", "C", "N", "C", "C", "H", "H", "H", "H", "H", "C", "C", "C", "N", "C", "C", "H", "H", "H", "H", "H", "C", "C", "C", "N", "C", "C", "H", "H", "H", "H", "H", "C", "C", "C", "N", "C", "C", "H", "H", "H", "H", "H"], "coordinates": [[-2.402, -1.160, -19.417], [-3.032, -2.051, -18.579], [-2.326, -3.200, -18.194], [-1.047, -3.419, -18.526], [-0.483, -2.571, -19.387], [-1.126, -1.427, -19.871], [-2.780, -0.145, -19.501], [-4.066, -1.917, -18.289], [-2.754, -3.947, -17.537], [0.539, -2.782, -19.678], [-0.561, -0.715, -20.454], [-2.212, 3.521, -20.269], [-2.013, 2.902, -19.062], [-0.941, 2.022, -18.998], [-0.057, 1.813, -19.972], [-0.381, 2.343, -21.164], [-1.441, 3.226, -21.387], [-3.057, 4.180, -20.427], [-2.634, 3.144, -18.212], [-0.751, 1.522, -18.052], [0.304, 2.076, -21.963], [-1.563, 3.701, -22.348], [-7.165, 1.433, -21.425], [-6.016, 1.203, -20.671], [-5.268, 2.235, -20.201], [-5.627, 3.508, -20.470], [-6.601, 3.717, -21.341], [-7.486, 2.723, -21.800], [-7.671, 0.525, -21.734], [-5.799, 0.195, -20.334], [-4.460, 2.166, -19.483], [-6.830, 4.750, -21.586], [-8.379, 2.984, -22.348], [-12.712, 0.076, -18.210], [-12.111, -0.228, -19.414], [-10.766, 0.110, -19.578], [-10.029, 0.542, -18.545], [-10.610, 0.821, -17.392], [-11.966, 0.605, -17.174], [-13.783, 0.099, -18.037], [-12.652, -0.713, -20.216], [-10.277, -0.010, -20.534], [-10.030, 1.316, -16.620], [-12.460, 0.838, -16.241], [-2.696, 6.702, -21.862], [-2.844, 6.528, -23.230], [-4.098, 6.208, -23.751], [-5.130, 5.960, -22.950], [-4.964, 5.993, -21.625], [-3.779, 6.420, -21.055], [-1.799, 7.096, -21.404], [-2.070, 6.827, -23.928], [-4.260, 6.114, -24.817], [-5.851, 5.630, -21.122], [-3.730, 6.416, -19.972], [-9.978, -0.225, -26.112], [-10.349, 0.784, -26.970], [-9.626, 1.978, -26.985], [-8.656, 2.201, -26.117], [-8.396, 1.312, -25.151], [-8.929, 0.043, -25.232], [-10.437, -1.203, -26.118], [-11.203, 0.686, -27.631], [-9.849, 2.675, -27.784], [-7.656, 1.642, -24.433], [-8.497, -0.773, -24.662], [-12.491, 3.464, -22.896], [-11.770, 3.633, -24.085], [-10.436, 3.996, -23.989], [-9.783, 4.200, -22.849], [-10.455, 4.035, -21.712], [-11.800, 3.659, -21.708], [-13.539, 3.210, -22.829], [-12.283, 3.607, -25.036], [-10.049, 4.215, -24.978], [-9.814, 4.166, -20.851], [-12.193, 3.477, -20.714], [-7.477, -1.996, -19.825], [-7.123, -2.732, -20.932], [-6.400, -3.909, -20.776], [-6.092, -4.429, -19.583], [-6.540, -3.723, -18.540], [-7.225, -2.511, -18.541], [-7.882, -0.991, -19.861], [-7.428, -2.354, -21.900], [-6.141, -4.460, -21.671], [-6.298, -4.122, -17.557], [-7.543, -1.977, -17.662], [-5.934, 1.765, -15.244], [-5.072, 0.717, -14.997], [-4.786, -0.217, -16.001], [-5.454, -0.215, -17.148], [-6.354, 0.766, -17.337], [-6.599, 1.808, -16.461], [-6.137, 2.407, -14.395], [-4.540, 0.691, -14.054], [-3.998, -0.937, -15.823], [-6.947, 0.629, -18.232], [-7.301, 2.556, -16.804], [-8.436, 9.387, -20.369], [-7.829, 8.259, -20.856], [-8.518, 7.051, -20.752], [-9.726, 6.977, -20.186], [-10.166, 8.047, -19.512], [-9.548, 9.299, -19.569], [-8.098, 10.385, -20.637], [-6.872, 8.348, -21.353], [-8.104, 6.215, -21.304], [-11.166, 7.919, -19.115], [-10.019, 10.072, -18.977]]}


{"formula": "C25H21CaN2O9", "method": "ωB97M-V with the def2-TZVPD basis set", "lumo_energy_ev": 1.8, "charge": -1, "total_energy_ha": -2429.64322, "orbital_gap_ev": 5.86, "spin_multiplicity": 1, "de_lowest_kcal_mol": 26.91, "symbols": ["Ca", "C", "O", "C", "C", "C", "C", "C", "C", "O", "C", "O", "C", "H", "H", "H", "H", "H", "H", "H", "H", "H", "O", "C", "O", "C", "C", "C", "C", "C", "C", "N", "O", "O", "H", "H", "H", "H", "C", "O", "C", "O", "H", "H", "H", "N", "C", "C", "C", "C", "C", "C", "C", "H", "H", "H", "H", "H"], "coordinates": [[-0.537, -1.613, 0.829], [1.928, 3.162, 5.345], [3.076, 2.499, 4.839], [2.857, 1.571, 3.876], [4.025, 0.977, 3.341], [3.882, 0.060, 2.344], [2.620, -0.335, 1.836], [2.550, -1.231, 0.702], [3.830, -1.723, 0.061], [1.488, -1.606, 0.180], [1.429, 0.226, 2.423], [0.242, -0.098, 2.072], [1.608, 1.216, 3.440], [2.285, 3.890, 6.066], [1.250, 2.464, 5.841], [1.385, 3.674, 4.548], [4.994, 1.273, 3.725], [4.778, -0.382, 1.922], [4.436, -0.886, -0.293], [3.558, -2.355, -0.779], [4.426, -2.305, 0.768], [0.704, 1.648, 3.843], [-4.316, 0.047, 1.608], [-3.324, -0.142, 0.913], [-2.511, -1.129, 0.917], [-3.021, 0.921, -0.155], [-4.076, 1.608, -0.738], [-3.857, 2.530, -1.759], [-2.570, 2.780, -2.206], [-1.528, 2.098, -1.610], [-1.726, 1.183, -0.596], [-0.144, 2.318, -2.113], [0.743, 1.666, -1.615], [0.017, 3.106, -3.018], [-5.072, 1.408, -0.361], [-4.691, 3.052, -2.209], [-2.360, 3.480, -3.003], [-0.865, 0.709, -0.136], [-0.749, -5.361, 3.528], [-0.459, -4.065, 3.006], [-0.605, -3.888, 1.582], [-0.932, -4.906, 0.978], [-0.553, -5.313, 4.599], [-0.125, -6.124, 3.066], [-1.790, -5.631, 3.351], [-0.879, -1.973, -1.609], [-0.902, -1.368, -2.585], [-0.921, -0.592, -3.806], [0.270, -0.287, -4.456], [0.235, 0.443, -5.632], [-0.982, 0.870, -6.151], [-2.169, 0.567, -5.494], [-2.143, -0.165, -4.318], [1.210, -0.606, -4.022], [1.159, 0.690, -6.140], [-1.005, 1.449, -7.069], [-3.118, 0.906, -5.894], [-3.055, -0.401, -3.782]]}


{"formula": "C10H12NO2", "method": "ωB97M-V with the def2-TZVPD basis set", "lumo_energy_ev": [-5.3, -5.3], "charge": 1, "total_energy_ha": -593.11563, "orbital_gap_ev": [6.29, 6.29], "spin_multiplicity": 1, "de_lowest_kcal_mol": 66.85, "symbols": ["C", "C", "C", "C", "C", "C", "C", "C", "C", "C", "N", "O", "O", "H", "H", "H", "H", "H", "H", "H", "H", "H", "H", "H", "H"], "coordinates": [[2.576, -0.550, -0.326], [1.809, 0.437, -0.760], [2.005, -1.688, 0.291], [0.310, 0.374, -0.793], [0.647, -1.882, 0.143], [-0.251, -0.971, -0.206], [-2.304, 0.096, -0.251], [-0.300, 1.780, -0.307], [-1.669, -1.178, -0.192], [0.017, 2.366, 1.074], [-2.202, -2.335, 0.194], [-3.571, 0.265, -0.246], [-1.764, 1.362, -0.332], [3.665, -0.612, -0.511], [2.253, 1.410, -0.948], [2.740, -2.324, 0.755], [0.018, 0.456, -1.797], [0.318, -2.848, 0.650], [-0.084, 2.505, -1.129], [1.074, 2.763, 1.057], [0.040, 1.486, 1.755], [-0.629, 3.293, 1.134], [-4.245, -0.101, 0.349], [-3.217, -2.364, 0.328], [-1.604, -2.754, 1.011]]}


{"formula": "C19H20ClN5O5", "method": "ωB97M-V with the def2-TZVPD basis set", "lumo_energy_ev": -0.7, "total_energy_ha": -1846.18372, "orbital_gap_ev": 8.00, "spin_multiplicity": 1, "de_lowest_kcal_mol": 0.00, "symbols": ["O", "C", "C", "N", "C", "C", "C", "C", "C", "O", "C", "C", "C", "N", "C", "O", "N", "C", "N", "C", "C", "Cl", "C", "O", "C", "C", "C", "O", "C", "N", "H", "H", "H", "H", "H", "H", "H", "H", "H", "H", "H", "H", "H", "H", "H", "H", "H", "H", "H", "H"], "coordinates": [[-1.909, 4.327, 0.371], [-2.146, 3.152, 0.129], [-1.375, 2.221, -0.696], [-1.833, 0.957, -0.810], [-1.165, 0.001, -1.491], [0.008, 0.350, -2.206], [0.580, 1.605, -2.032], [-0.119, 2.573, -1.299], [0.550, 3.900, -1.125], [-0.303, 4.792, -1.899], [0.767, -0.715, -2.981], [0.395, -2.127, -2.499], [-1.146, -2.213, -2.472], [-1.629, -1.294, -1.463], [-2.776, -1.601, -0.763], [-3.764, -1.968, -1.355], [-2.859, -1.907, 0.593], [-2.188, -1.223, 1.506], [-3.000, -0.889, 2.486], [-2.505, -0.223, 3.495], [-1.170, 0.056, 3.631], [-0.496, 0.894, 5.022], [-0.358, -0.388, 2.568], [0.987, -0.118, 2.662], [1.819, -0.607, 1.561], [3.226, -0.165, 1.753], [4.058, -1.234, 1.006], [3.266, -2.447, 1.071], [1.921, -2.139, 1.470], [-0.871, -1.056, 1.525], [-3.104, 2.753, 0.394], [1.551, 1.869, -2.467], [1.568, 3.869, -1.534], [0.646, 4.258, -0.080], [-1.059, 5.004, -1.368], [0.513, -0.620, -4.032], [1.843, -0.579, -2.834], [0.828, -2.270, -1.499], [0.812, -2.850, -3.217], [-1.502, -3.225, -2.282], [-1.569, -1.947, -3.450], [-3.844, -1.895, 0.861], [-3.194, 0.149, 4.239], [1.479, -0.249, 0.594], [3.407, 0.860, 1.343], [3.498, -0.166, 2.800], [4.969, -1.410, 1.571], [4.310, -0.943, -0.026], [1.684, -2.603, 2.447], [1.200, -2.519, 0.786]]}


{"formula": "C3H2N4O", "method": "ωB97M-V with the def2-TZVPD basis set", "lumo_energy_ev": -1.0, "total_energy_ha": -409.64279, "orbital_gap_ev": 8.67, "spin_multiplicity": 1, "de_lowest_kcal_mol": 53.59, "symbols": ["O", "C", "C", "N", "C", "N", "N", "N", "H", "H"], "coordinates": [[1.931, 0.055, 0.818], [1.097, 0.186, 0.004], [0.303, 1.364, -0.452], [-0.967, 1.362, -0.407], [-1.449, 0.379, 0.537], [-1.295, -0.930, 0.484], [-0.418, -1.499, -0.453], [0.685, -1.063, -0.708], [0.781, 2.157, -0.897], [-1.970, 0.741, 1.407]]}


{"formula": "C24H32AsN4PtS", "method": "ωB97M-V with the def2-TZVPD basis set", "lumo_energy_ev": [-12.2, -11.8], "charge": 3, "total_energy_ha": -3905.01902, "orbital_gap_ev": [4.20, 4.70], "spin_multiplicity": 1, "de_lowest_kcal_mol": 48.74, "symbols": ["Pt", "N", "C", "C", "N", "C", "C", "N", "C", "C", "N", "H", "H", "H", "H", "H", "H", "H", "H", "H", "H", "H", "H", "H", "H", "H", "H", "H", "H", "S", "C", "C", "C", "C", "C", "C", "As", "C", "C", "C", "C", "C", "C", "C", "C", "C", "C", "C", "C", "H", "H", "H", "H", "H", "H", "H", "H", "H", "H", "H", "H", "H", "H"], "coordinates": [[-0.235, 1.744, 0.490], [-0.186, 4.036, 1.001], [1.057, 4.627, 0.510], [2.275, 3.776, 0.901], [2.053, 2.323, 0.763], [2.636, 1.760, -0.463], [2.008, 2.357, -1.725], [0.548, 2.141, -1.726], [2.473, 1.589, 1.966], [1.534, 1.844, 3.149], [0.184, 1.356, 2.815], [-0.988, 4.532, 0.614], [-0.251, 4.107, 2.015], [1.207, 5.636, 0.915], [0.979, 4.726, -0.572], [2.534, 4.000, 1.936], [3.130, 4.085, 0.292], [2.453, 0.676, -0.463], [3.723, 1.914, -0.489], [2.484, 1.893, -2.592], [2.219, 3.425, -1.785], [0.308, 1.323, -2.287], [0.066, 2.935, -2.140], [3.501, 1.849, 2.248], [2.451, 0.516, 1.744], [1.486, 2.908, 3.390], [1.928, 1.333, 4.033], [-0.519, 1.790, 3.411], [0.135, 0.350, 2.982], [-2.686, 1.467, 0.482], [-3.188, -0.170, 0.674], [-4.549, -0.382, 0.975], [-5.037, -1.662, 1.143], [-4.186, -2.752, 1.001], [-2.842, -2.555, 0.686], [-2.331, -1.281, 0.511], [-0.468, -1.043, -0.021], [0.282, -2.810, 0.414], [0.474, -3.160, 1.753], [0.857, -4.445, 2.089], [1.096, -5.377, 1.083], [0.884, -5.035, -0.246], [0.507, -3.750, -0.590], [-0.546, -1.007, -1.969], [-1.724, -0.723, -2.658], [-1.733, -0.780, -4.043], [-0.566, -1.070, -4.740], [0.618, -1.332, -4.058], [0.634, -1.268, -2.676], [-5.198, 0.475, 1.076], [-6.078, -1.810, 1.394], [-4.558, -3.757, 1.130], [-2.200, -3.419, 0.570], [0.320, -2.427, 2.540], [0.993, -4.720, 3.123], [1.466, -6.360, 1.333], [0.993, -5.770, -1.031], [0.336, -3.496, -1.627], [-2.636, -0.488, -2.120], [-2.646, -0.582, -4.583], [-0.570, -1.060, -5.821], [1.526, -1.564, -4.595], [1.561, -1.435, -2.132]]}


{"formula": "C21H28AsBrIN3O3PdS2", "method": "ωB97M-V with the def2-TZVPD basis set", "lumo_energy_ev": -7.5, "charge": 2, "total_energy_ha": -7238.16319, "orbital_gap_ev": 6.34, "spin_multiplicity": 1, "de_lowest_kcal_mol": 8.89, "symbols": ["Pd", "N", "C", "S", "N", "N", "C", "C", "C", "C", "C", "C", "C", "O", "H", "H", "H", "H", "H", "H", "H", "O", "S", "C", "C", "C", "C", "H", "H", "H", "H", "H", "H", "H", "H", "C", "As", "C", "C", "O", "H", "H", "H", "H", "H", "H", "H", "H", "H", "Br", "C", "C", "C", "C", "C", "C", "I", "H", "H", "H", "H"], "coordinates": [[-0.087, 0.486, -0.581], [2.393, 3.159, -2.683], [1.789, 2.422, -1.741], [0.022, 2.441, -1.730], [2.483, 1.749, -0.874], [1.644, 1.206, 0.090], [1.902, 1.367, 1.335], [0.965, 1.124, 2.396], [1.442, 1.043, 3.717], [0.573, 0.976, 4.779], [-0.802, 1.030, 4.532], [-1.296, 1.120, 3.247], [-0.425, 1.171, 2.151], [-0.971, 1.321, 0.944], [1.856, 3.615, -3.401], [3.350, 3.445, -2.548], [2.877, 1.788, 1.567], [2.512, 1.045, 3.889], [0.947, 0.912, 5.790], [-1.496, 1.006, 5.363], [-2.360, 1.174, 3.059], [0.006, -1.411, 0.402], [-1.087, -1.859, 1.413], [-0.140, -2.312, 2.900], [-0.196, -3.834, 3.041], [-0.300, -4.399, 1.627], [-1.400, -3.581, 0.965], [-0.534, -1.756, 3.747], [0.864, -1.948, 2.676], [-1.073, -4.125, 3.622], [0.682, -4.196, 3.574], [-0.545, -5.460, 1.621], [0.642, -4.269, 1.089], [-2.384, -3.819, 1.375], [-1.451, -3.626, -0.122], [3.226, -0.385, -3.655], [2.139, -1.289, -2.375], [1.635, -2.994, -3.067], [3.121, -1.529, -0.751], [0.690, -0.416, -2.199], [4.097, -1.000, -3.882], [3.539, 0.568, -3.235], [2.642, -0.225, -4.559], [2.524, -3.569, -3.321], [1.030, -2.837, -3.959], [1.052, -3.522, -2.316], [3.829, -2.344, -0.897], [2.418, -1.779, 0.043], [3.654, -0.609, -0.521], [-2.738, 1.724, -4.617], [-3.395, 2.441, -3.006], [-3.984, 3.698, -3.028], [-4.469, 4.261, -1.858], [-4.377, 3.580, -0.653], [-3.802, 2.320, -0.614], [-3.319, 1.767, -1.791], [-2.443, -0.133, -1.687], [-4.060, 4.229, -3.967], [-4.927, 5.240, -1.893], [-4.760, 4.021, 0.257], [-3.721, 1.777, 0.316]]}